(a)
Computed, not measured: a cluster of 2 separate species, C3H6P2 in total, with wB97M-V/def2-TZVPD.

Cartesian coordinates (Å):
1 C -0.65003 -0.24844 2.37647
2 C -0.28711 -0.87458 -2.10741
3 C 0.75800 0.96194 -0.43821
4 P 0.70138 -0.72427 1.55311
5 P -0.81578 0.35720 -1.20126
6 H -0.82452 -0.65568 3.47291
7 H -1.19363 0.63096 2.08766
8 H -0.84308 -1.43878 -2.82201
9 H 0.78266 -0.88877 -2.06921
10 H 1.73513 0.94500 -0.82500
11 H 0.63699 1.93542 -0.02705

Computed properties:
charge	0
HOMO energy (alpha / beta)	-8.19 / -8.19	eV
HOMO-LUMO gap (alpha / beta)	7.736 / 7.737	eV
multiplicity	1

Results of the Löwdin charge analysis, in e, for atoms 1 through 2: -0.522, -0.422

(b)
Computed, not measured: an isolated molecule of C3H6P2, with wB97M-V/def2-TZVPD.

Cartesian coordinates (Å):
1 C 1.28222 1.18273 0.28972
2 C -1.29075 0.98160 -0.18646
3 C 0.47926 -1.48412 -0.30778
4 P 1.95054 -0.26224 0.01228
5 P -1.19165 -0.74182 0.23358
6 H 1.39330 2.25366 0.53510
7 H -1.56945 1.78544 0.50094
8 H -1.43575 0.96119 -1.22872
9 H 0.49979 -1.20285 -1.36157
10 H 0.68664 -2.58176 -0.14549
11 H -0.80414 -0.89185 1.65840

Computed properties:
charge	0
HOMO energy (alpha / beta)	-8.08 / -7.85	eV
HOMO-LUMO gap (alpha / beta)	7.775 / 7.471	eV
multiplicity	1

Results of the Löwdin charge analysis, in e, for atoms 1 through 2: -0.386, -0.305

(a) is preferred energetically. Next in line: 0.0295 hartree higher.